(1)
Density functional theory data (ωB97M-V/def2-TZVPD) for a structure of composition H2N2O4S at a distorted geometry.

## Properties
Total charge: 0
Kohn-Sham gap (spin up / spin down) in eV: 8.31 / 8.27
E_tot in Eh: -809.63670

CARTESIAN COORDINATES (ANGSTROEM)
1 N 0.499 0.591 1.641
2 N 2.900 -0.851 -0.156
3 O 3.540 -1.088 0.803
4 O 2.474 -1.510 -1.025
5 O 1.185 1.083 -1.242
6 O 3.059 1.914 0.282
7 S 2.054 0.938 -0.075
8 H 0.913 0.060 2.408
9 H 0.003 0.095 0.918

Forces on the atoms, in the same order (eV/Å):
N 2.2401 1.8925 -2.1561
N -1.2246 1.3240 0.6132
O 1.0848 -0.3458 0.7563
O -0.0707 -1.0012 -1.2938
O 1.5301 -0.4390 1.8494
O -0.9600 -1.2372 -0.3435
S -2.2230 1.3287 0.8832
H 0.0604 -0.5658 -0.6406
H -0.4370 -0.9562 0.3319

=====

(2)
Density functional theory data (ωB97M-V/def2-TZVPD) for the molecule H2N2O5S at a distorted geometry.

## Properties
Total charge: 0
Spin multiplicity: 3
Kohn-Sham gap (spin up / spin down) in eV: 9.11 / 8.23
E_tot in Eh: -884.79118
<S²>: 2.01

CARTESIAN COORDINATES (ANGSTROEM)
1 N -2.150 -0.653 -0.144
2 N 1.239 -1.088 0.057
3 O -2.314 -0.610 1.010
4 O -0.046 2.118 -1.244
5 O 0.099 1.213 1.044
6 O -1.089 -0.026 -0.693
7 O 1.280 0.062 -0.791
8 S 0.135 1.049 -0.363
9 H 2.119 -1.378 0.320
10 H 0.726 -0.687 0.803

Forces on the atoms, in the same order (eV/Å):
N 0.4768 0.3026 -2.8602
N -3.1379 -0.3177 -1.2025
O -1.2346 -0.2230 4.9871
O 0.7929 0.2370 -0.8673
O 0.5541 0.2210 0.5233
O 1.6119 0.5322 -3.2304
O 0.7140 1.1674 -0.8678
S -2.4204 -1.3398 1.2057
H 2.7480 0.1148 0.4526
H -0.1048 -0.6945 1.8596

=====

(3)
Density functional theory data (ωB97M-V/def2-TZVPD) for a cluster of 2 separate species, H2N2O6S2 in total at a distorted geometry.

## Properties
Total charge: -2
Kohn-Sham gap (spin up / spin down) in eV: 7.07 / 6.97
E_tot in Eh: -1358.37895

CARTESIAN COORDINATES (ANGSTROEM)
1 N -0.042 0.371 -0.541
2 N 0.044 -0.555 3.255
3 O -1.323 1.650 2.336
4 O 1.825 -2.397 2.936
5 O -2.065 -0.540 1.679
6 O 0.237 -1.952 1.218
7 O 1.977 -0.364 1.648
8 O 0.596 0.183 4.133
9 S -0.844 0.307 1.862
10 S 1.077 -1.361 2.186
11 H -0.906 0.005 -0.841
12 H 0.483 -0.448 -0.244

Forces on the atoms, in the same order (eV/Å):
N 1.4330 1.1681 0.3454
N -0.4399 1.1381 1.0051
O 1.4851 -1.1931 -0.1407
O -0.8378 0.8248 0.3279
O 1.0701 0.4523 -0.0870
O -1.9872 -1.2543 -1.7453
O 0.3550 0.6940 -0.0888
O -0.0552 -0.4789 0.0158
S -5.1646 2.1109 -0.7290
S 5.6968 -2.6176 1.3368
H -1.6759 -0.7671 -0.2892
H 0.1204 -0.0772 0.0491

=====

(4)
Density functional theory data (ωB97M-V/def2-TZVPD) for a structure of composition H2N2O7S3 at a distorted geometry.

## Properties
Total charge: -2
Kohn-Sham gap in eV: 6.93
E_tot in Eh: -1831.94070

CARTESIAN COORDINATES (ANGSTROEM)
1 N 0.481 0.285 1.711
2 N 0.410 0.324 -0.949
3 O 0.756 -1.970 -1.946
4 O -1.830 -0.587 0.617
5 O 1.632 -1.716 0.310
6 O 2.298 1.421 0.347
7 O 0.047 2.397 0.343
8 O -1.900 -0.800 -1.850
9 O -2.361 1.322 -0.750
10 S 0.459 -1.528 -0.593
11 S 0.859 1.170 0.318
12 S -1.695 0.041 -0.685
13 H -0.434 -0.094 1.422
14 H 1.280 -0.265 1.705

Forces on the atoms, in the same order (eV/Å):
N -0.9086 3.4752 -1.0390
N -2.7798 -1.0887 0.4087
O 0.3475 -0.6517 -0.8365
O -0.4748 -0.0557 0.2338
O 0.0458 -0.0958 -0.2382
O -0.6969 -0.7863 -0.1262
O 0.7551 -1.1200 0.1545
O -0.0692 0.1971 0.6969
O 0.4389 -0.0595 -0.1541
S 2.0499 -1.5768 -0.2550
S -0.0335 3.8036 1.5940
S -0.2474 1.2304 -1.8109
H 0.4875 -0.8428 0.9448
H 1.0857 -2.4289 0.4272

=====

(5)
Density functional theory data (ωB97M-V/def2-TZVPD) for the ion H2N3O2 with charge -1 at a distorted geometry.

## Properties
Total charge: -1
SMILES: NN=[N+]([O-])[O-]
Kohn-Sham gap in eV: 8.52
E_tot in Eh: -315.84980

CARTESIAN COORDINATES (ANGSTROEM)
1 N -0.058 1.226 0.532
2 N -0.829 -0.055 0.273
3 N -0.033 -0.964 -0.159
4 O -0.535 -2.130 -0.328
5 O 1.176 -0.765 -0.384
6 H -0.634 1.772 -0.074
7 H 0.913 0.916 0.140

Forces on the atoms, in the same order (eV/Å):
N 0.5699 -3.1317 -0.3875
N 0.8151 1.1596 0.7411
N -1.7360 -1.1268 0.3872
O 0.3244 0.5514 -0.1342
O 1.4354 0.2194 -0.2153
H 0.4764 1.0924 -0.6381
H -1.8852 1.2357 0.2467

=====

(6)
Density functional theory data (ωB97M-V/def2-TZVPD) for a cluster of 2 separate species, H2N3O2S in total at a distorted geometry.

## Properties
Total charge: -1
Kohn-Sham gap (spin up / spin down) in eV: 5.06 / 5.05
E_tot in Eh: -713.93009

CARTESIAN COORDINATES (ANGSTROEM)
1 N -1.675 -0.011 0.492
2 N 0.495 -0.199 -0.876
3 N 1.392 0.437 0.070
4 O 0.697 -1.396 -0.983
5 O 2.066 -0.201 0.881
6 S 1.331 2.038 -0.072
7 H -2.235 -0.831 0.889
8 H -2.072 0.162 -0.401

Forces on the atoms, in the same order (eV/Å):
N 0.2980 -0.6060 1.8555
N -1.7093 -3.2308 -1.6730
N 1.0497 0.0746 2.8244
O 0.3128 1.7142 0.2826
O -0.5970 0.1527 -1.1710
S 0.1129 0.8218 -0.0797
H 1.0607 0.9659 -0.8554
H -0.5277 0.1076 -1.1835

=====

(7)
Density functional theory data (ωB97M-V/def2-TZVPD) for the ion H2N3O7S2 with charge -1 at a distorted geometry.

## Properties
Total charge: -1
Spin multiplicity: 3
Kohn-Sham gap (spin up / spin down) in eV: 6.51 / 6.33
E_tot in Eh: -1488.32428
<S²>: 2.01

CARTESIAN COORDINATES (ANGSTROEM)
1 N 2.177 -0.795 0.257
2 N -0.719 -0.364 0.068
3 N -0.795 -0.379 1.366
4 O 0.246 -0.215 2.008
5 O -2.548 1.343 0.025
6 O -1.853 -0.623 1.897
7 O 1.395 -0.193 -1.956
8 O 1.602 1.549 -0.155
9 O -0.608 1.370 -1.486
10 O -2.415 -0.256 -1.792
11 S 1.235 0.261 -0.619
12 S -1.720 0.628 -0.902
13 H 1.931 -1.746 0.050
14 H 2.072 -0.581 1.240

Forces on the atoms, in the same order (eV/Å):
N 1.0379 -0.1329 0.3698
N -3.0133 -1.7494 -0.7547
N -0.1185 0.0603 2.7653
O -0.4807 0.3307 -0.1206
O -0.0030 0.2837 -0.0246
O -0.7004 -0.3644 -0.0002
O 0.8388 -0.7108 -2.0665
O 1.4933 2.2126 0.7454
O -1.5284 0.0854 -0.0695
O 0.3655 -0.3888 0.0081
S 3.0558 -0.2221 -0.6642
S -0.9171 1.1254 -0.0030
H -0.0660 -0.3324 -0.0628
H 0.0361 -0.1971 -0.1225

=====

(8)
Density functional theory data (ωB97M-V/def2-TZVPD) for the molecule H2N3P3 at a distorted geometry.

## Properties
Total charge: 0
SMILES: N1=[P@]23NP=[P@]12N3
Kohn-Sham gap in eV: 6.85
E_tot in Eh: -1189.48487

CARTESIAN COORDINATES (ANGSTROEM)
1 N 1.030 1.349 0.046
2 P 1.091 -0.174 -0.551
3 N -0.710 -0.070 -1.144
4 P -1.697 0.503 -0.070
5 P 0.062 0.971 1.384
6 N 0.708 -0.658 1.046
7 H -1.011 -0.247 -2.152
8 H 0.527 -1.674 1.441

Forces on the atoms, in the same order (eV/Å):
N -0.4609 1.1867 0.7706
P 1.0364 0.2272 0.4460
N -1.2240 -0.8053 -2.6319
P -1.0104 0.3466 0.1175
P 1.7366 -0.7058 -1.1521
N -0.9136 -3.1940 1.4783
H 0.6214 0.0978 2.0414
H 0.2145 2.8468 -1.0699

=====

(9)
Density functional theory data (ωB97M-V/def2-TZVPD) for a cluster of 2 separate species, H2N3PS in total at a distorted geometry.

## Properties
Total charge: 0
Kohn-Sham gap (spin up / spin down) in eV: 6.11 / 6.06
E_tot in Eh: -904.73281

CARTESIAN COORDINATES (ANGSTROEM)
1 N 0.631 1.827 0.911
2 N -0.560 1.484 0.208
3 N 0.104 0.422 0.488
4 P 0.606 -1.087 0.785
5 S -0.606 -2.823 -1.573
6 H 1.277 2.159 0.288
7 H -1.451 -1.982 -1.108

Forces on the atoms, in the same order (eV/Å):
N -2.2752 -1.8227 3.2244
N -0.2495 -0.6885 -0.7124
N 0.0259 1.4262 0.1722
P -0.2931 -1.1668 -1.5028
S 2.1352 0.2676 1.1727
H 2.3146 0.8876 -2.7289
H -1.6579 1.0968 0.3748

=====

(10)
Density functional theory data (ωB97M-V/def2-TZVPD) for the molecule H2N4O2 at a distorted geometry.

## Properties
Total charge: 0
SMILES: O=N/N=N/NO
Kohn-Sham gap (spin up / spin down) in eV: 8.22 / 8.23
E_tot in Eh: -370.42799

CARTESIAN COORDINATES (ANGSTROEM)
1 O -1.144 -2.165 -2.032
2 N -0.964 -1.175 -1.426
3 N -0.898 -0.672 -0.359
4 N -0.843 0.337 0.313
5 N 0.246 0.737 1.050
6 O 1.478 0.968 0.316
7 H 0.003 1.590 1.462
8 H 2.122 0.380 0.676

Forces on the atoms, in the same order (eV/Å):
O -0.7051 -2.7993 -0.2957
N 0.8809 3.2195 -1.1286
N 1.3154 -1.8743 0.5583
N -1.6735 2.6823 1.1196
N 1.9633 -2.6481 -0.5705
O -1.7690 0.8341 -0.6034
H -0.4435 1.4668 0.2716
H 0.4316 -0.8810 0.6486

=====

(11)
Density functional theory data (ωB97M-V/def2-TZVPD) for the molecule H2N4O3 at a distorted geometry.

## Properties
Total charge: 0
SMILES: N/N=[N+](\[O-])ON=O
Kohn-Sham gap in eV: 8.90
E_tot in Eh: -445.68875

CARTESIAN COORDINATES (ANGSTROEM)
1 N -1.475 0.873 -0.614
2 N -0.630 0.324 0.276
3 N 0.535 0.247 -0.127
4 O 0.936 0.677 -1.234
5 O 1.407 -0.513 0.652
6 N 0.812 -1.777 1.036
7 O 1.493 -2.293 1.797
8 H -0.899 0.920 -1.466
9 H -2.179 1.542 -0.321

Forces on the atoms, in the same order (eV/Å):
N 1.5828 -0.8502 -1.0582
N -1.6110 0.0163 2.6999
N 0.0724 0.0012 -1.6911
O 0.6467 -0.6023 0.3208
O 0.4568 1.3212 -0.0814
N -0.8732 -0.5617 -0.2923
O 0.3059 -0.1059 0.2273
H -1.1168 1.1775 -0.2584
H 0.5364 -0.3961 0.1334

=====

(12)
Density functional theory data (ωB97M-V/def2-TZVPD) for the ion H2N5O2 with charge -1 at a distorted geometry.

## Properties
Total charge: -1
SMILES: [NH-]N[N-][N+](=O)N=O
Kohn-Sham gap (spin up / spin down) in eV: 6.58 / 6.58
E_tot in Eh: -425.23727

CARTESIAN COORDINATES (ANGSTROEM)
1 N 1.489 -0.957 -0.201
2 N 1.186 0.294 0.065
3 N 0.087 0.891 0.102
4 N -1.205 0.413 -0.068
5 O -2.110 1.354 -0.182
6 N -1.413 -0.832 0.044
7 O -2.578 -1.279 0.017
8 H 2.565 -0.846 -0.168
9 H 1.978 0.962 0.390

Forces on the atoms, in the same order (eV/Å):
N 2.6560 0.7994 0.1695
N 0.6037 -0.2803 0.4063
N -0.6768 2.2013 0.8016
N -0.6240 1.8253 -0.4664
O 0.6959 -0.4309 -0.0099
N 1.1216 -2.8787 0.2595
O -0.0365 0.9264 -0.0760
H -1.8641 -0.9493 -0.1509
H -1.8757 -1.2131 -0.9337

=====

(13)
Density functional theory data (ωB97M-V/def2-TZVPD) for a cluster of 2 separate species, H2N6O in total at a distorted geometry.

## Properties
Total charge: 0
Kohn-Sham gap (spin up / spin down) in eV: 8.61 / 8.48
E_tot in Eh: -404.71448

CARTESIAN COORDINATES (ANGSTROEM)
1 N 2.629 -0.435 -1.050
2 N 1.719 -0.915 -0.599
3 N -1.414 1.085 0.330
4 N -1.329 1.246 1.551
5 N 0.847 -1.352 0.096
6 N -0.979 0.431 -0.527
7 O -1.266 0.229 -1.664
8 H -0.829 2.128 1.774
9 H 0.624 -2.417 0.089

Forces on the atoms, in the same order (eV/Å):
N -0.4019 0.3169 -0.6634
N 2.4761 -0.3409 -0.2621
N 0.2971 1.9068 3.3438
N -0.4752 0.6907 1.5734
N -2.8226 -2.7421 1.5762
N 0.7565 -1.3492 -2.8378
O -0.3015 -0.6999 -1.7990
H -0.4798 -0.3364 -0.3929
H 0.9513 2.5542 -0.5383

=====

(14)
Density functional theory data (ωB97M-V/def2-TZVPD) for the ion H2NO3S with charge -1 at a distorted geometry.

## Properties
Total charge: -1
Kohn-Sham gap in eV: 7.55
E_tot in Eh: -679.83902

CARTESIAN COORDINATES (ANGSTROEM)
1 N 0.141 -0.374 0.602
2 O -1.107 -1.097 -1.392
3 O -1.206 1.321 -0.678
4 O 1.296 0.267 1.173
5 S -0.378 0.140 -1.051
6 H 0.209 -1.412 0.592
7 H 1.046 1.154 0.754

Forces on the atoms, in the same order (eV/Å):
N -1.5280 -1.7488 0.2016
O -0.5027 -0.0957 0.0667
O 0.1787 -0.4612 -0.2524
O -0.7834 1.6828 -1.7327
S 0.7869 0.6036 0.4326
H 0.7540 1.1106 0.0121
H 1.0945 -1.0913 1.2721

=====

(15)
Density functional theory data (ωB97M-V/def2-TZVPD) for a cluster of 2 separate species, H2NO3S in total at a distorted geometry.

## Properties
Total charge: -1
Kohn-Sham gap (spin up / spin down) in eV: 6.64 / 8.41
E_tot in Eh: -679.79280

CARTESIAN COORDINATES (ANGSTROEM)
1 N 1.239 0.925 0.028
2 O -2.547 0.580 -0.457
3 O -0.846 -1.193 0.058
4 O 1.302 -0.325 -0.638
5 S -1.508 0.074 0.495
6 H 1.955 0.868 0.783
7 H 0.405 -0.929 -0.269

Forces on the atoms, in the same order (eV/Å):
N -0.0626 -1.3070 -1.0733
O 0.6748 -0.2900 0.2784
O 0.3875 -1.4316 -0.2464
O -0.2020 0.7677 1.4847
S -1.2097 1.4471 0.4775
H -0.3212 -0.3802 -0.1390
H 0.7333 1.1939 -0.7818

=====

(16)
Density functional theory data (ωB97M-V/def2-TZVPD) for a cluster of 2 separate species, H2NO3S in total at a distorted geometry.

## Properties
Total charge: -1
Kohn-Sham gap (spin up / spin down) in eV: 7.05 / 8.15
E_tot in Eh: -679.74779

CARTESIAN COORDINATES (ANGSTROEM)
1 N -1.045 0.201 0.044
2 O 0.498 -2.169 -0.768
3 O 1.048 1.354 -1.128
4 O 1.237 0.654 1.195
5 S 0.726 0.375 -0.124
6 H -1.076 -0.710 -0.249
7 H -1.388 0.295 1.031

Forces on the atoms, in the same order (eV/Å):
N 0.8983 3.5678 1.3278
O 0.0324 1.1738 0.2302
O -0.2194 0.5525 -0.7507
O 0.2984 0.2343 1.1515
S -1.4520 -2.0096 0.0467
H -0.5184 -3.3127 -0.8405
H 0.9608 -0.2059 -1.1651

=====

(17)
Density functional theory data (ωB97M-V/def2-TZVPD) for the ion H2NO3S2 with charge -1 at a distorted geometry.

## Properties
Total charge: -1
SMILES: O=S(=O)([O-])NS
Kohn-Sham gap in eV: 7.99
E_tot in Eh: -1078.10751

CARTESIAN COORDINATES (ANGSTROEM)
1 O 0.640 0.952 1.561
2 S -0.496 1.460 0.789
3 O -0.152 2.497 -0.156
4 O -1.689 1.679 1.565
5 N -0.914 -0.011 -0.362
6 S -0.069 -1.399 0.093
7 H -0.542 0.382 -1.219
8 H 0.672 -0.764 1.010

Forces on the atoms, in the same order (eV/Å):
O -0.2547 0.4704 -0.0342
S -0.1268 -1.6517 -0.3795
O -0.0892 0.0869 -0.3623
O -0.1151 -0.0075 -0.0343
N -0.1189 2.5531 0.9182
S -0.0114 -1.1050 -0.1447
H 0.2171 -0.2023 -0.1174
H 0.4990 -0.1438 0.1542

=====

(18)
Density functional theory data (ωB97M-V/def2-TZVPD) for a cluster of 2 separate species, H2NO4P in total at a distorted geometry.

## Properties
Total charge: -2
Kohn-Sham gap in eV: 6.47
E_tot in Eh: -698.24654

CARTESIAN COORDINATES (ANGSTROEM)
1 N 1.267 -0.487 -0.713
2 O -1.658 -1.332 0.540
3 O -1.930 0.518 -1.211
4 O -0.718 1.013 0.991
5 O 1.862 0.605 0.037
6 P -1.175 -0.020 -0.025
7 H 1.289 -1.293 -0.068
8 H 1.062 0.996 0.450

Forces on the atoms, in the same order (eV/Å):
N -1.8907 -0.3126 -0.1601
O 0.4748 -0.2174 -0.2333
O 0.4861 -0.1950 -0.2563
O 0.4744 -0.1204 -0.2881
O 0.0664 0.2828 0.3779
P 0.0916 0.2142 0.2841
H 0.0898 0.3400 0.1109
H 0.2075 0.0084 0.1648

=====

(19)
Density functional theory data (ωB97M-V/def2-TZVPD) for a cluster of 2 separate species, H2NO4P in total at a distorted geometry.

## Properties
Total charge: -2
Kohn-Sham gap in eV: 6.42
E_tot in Eh: -698.22409

CARTESIAN COORDINATES (ANGSTROEM)
1 N -1.654 0.459 0.028
2 O 0.841 -1.168 1.446
3 O 1.715 1.218 1.071
4 O 1.340 -0.125 -0.925
5 O -1.354 -0.045 -1.390
6 P 0.958 0.038 0.554
7 H -1.483 -0.352 0.619
8 H -0.363 -0.026 -1.403

Forces on the atoms, in the same order (eV/Å):
N 2.0880 0.1330 -0.7155
O -0.7577 0.1100 -0.2255
O -0.6142 0.8708 1.2280
O -1.4251 -0.7028 0.4787
O -0.2148 0.1799 1.0139
P 1.8208 0.2324 -1.3484
H -0.3440 -0.7011 -0.2320
H -0.5529 -0.1221 -0.1993

=====

(20)
Density functional theory data (ωB97M-V/def2-TZVPD) for a cluster of 2 separate species, H2NO4P in total at a distorted geometry.

## Properties
Total charge: 0
Kohn-Sham gap (spin up / spin down) in eV: 8.24 / 8.23
E_tot in Eh: -698.09300

CARTESIAN COORDINATES (ANGSTROEM)
1 N 0.846 0.549 -0.100
2 O 0.868 0.355 -1.271
3 O 1.186 1.447 0.629
4 O -0.110 -1.845 -0.536
5 O -1.529 0.840 0.551
6 P 0.134 -1.027 0.790
7 H -0.075 -1.493 -1.424
8 H -1.321 1.174 1.360

Forces on the atoms, in the same order (eV/Å):
N -0.3816 -2.5789 2.8983
O 0.6792 1.6279 -1.8398
O 0.3794 0.3710 -1.1573
O -0.1735 -0.9355 1.8779
O 0.7186 -4.4068 -3.3396
P -2.1928 3.2000 -1.7866
H 0.1391 0.9459 -0.4998
H 0.8316 1.7763 3.8469

=====

The calculation returns the following energy above the lowest of the compared OMol25 structures with the same formula, charge and spin values, one per record and in order: 371.8 181.4 274.7 0.0 155.3 412.6 0.0 161.7 468.4 515.0 214.0 277.1 243.3 280.3 401.7 519.8 9.5 107.6 166.5 484.1 kJ/mol.